No. 1
Here is C40H40IrN4P2S2 as an isolated structure from the OMol25 dataset. Energies are from ωB97M-V/def2-TZVPD.

Geometry as XYZ:
```
89
C40H40IrN4P2S2 ωB97M-V/def2-TZVPD
Ir -0.252 1.032 0.348
S -2.273 0.343 1.345
P -1.373 -1.522 1.359
C 0.086 -0.884 0.643
P 1.766 -1.034 1.045
S 2.162 0.964 1.220
C 2.139 -1.916 2.560
C 2.565 -1.247 3.703
C 2.828 -1.964 4.860
C 2.646 -3.339 4.881
C 2.214 -4.008 3.742
C 1.972 -3.302 2.577
C 2.688 -1.836 -0.264
C 3.978 -2.307 -0.025
C 4.693 -2.893 -1.056
C 4.123 -3.013 -2.317
C 2.837 -2.546 -2.555
C 2.115 -1.952 -1.530
C -1.324 -2.233 2.999
C -1.672 -3.568 3.200
C -1.666 -4.091 4.484
C -1.315 -3.289 5.558
C -0.967 -1.957 5.359
C -0.974 -1.425 4.083
C -2.162 -2.710 0.279
C -3.547 -2.730 0.144
C -4.139 -3.693 -0.659
C -3.352 -4.627 -1.320
C -1.969 -4.601 -1.190
C -1.370 -3.638 -0.393
H 2.709 -0.175 3.679
H 3.176 -1.449 5.746
H 2.849 -3.896 5.787
H 2.081 -5.082 3.760
H 1.662 -3.831 1.683
H 4.417 -2.226 0.962
H 5.692 -3.265 -0.874
H 4.681 -3.482 -3.116
H 2.393 -2.655 -3.536
H 1.106 -1.595 -1.701
H -1.960 -4.193 2.365
H -1.948 -5.123 4.643
H -1.322 -3.697 6.560
H -0.703 -1.333 6.202
H -0.730 -0.382 3.922
H -4.159 -1.995 0.652
H -5.214 -3.713 -0.771
H -3.819 -5.377 -1.945
H -1.360 -5.326 -1.713
H -0.289 -3.606 -0.304
N 2.139 4.852 -3.063
C 1.983 3.469 -3.650
C 1.074 2.663 -2.733
N 1.538 2.614 -1.356
C 1.775 3.934 -0.810
C 2.704 4.787 -1.666
H 1.219 5.299 -3.030
H 2.726 5.434 -3.662
H 2.988 3.050 -3.707
H 1.577 3.575 -4.654
H 0.980 1.651 -3.125
H 0.062 3.080 -2.739
H 2.346 2.010 -1.241
H 2.203 3.852 0.190
H 0.809 4.441 -0.702
H 3.693 4.341 -1.759
H 2.800 5.806 -1.295
N 0.132 3.425 2.183
C -0.402 4.540 2.712
C -1.490 4.875 1.938
C -1.551 3.886 0.950
N -0.553 3.021 1.102
H 0.908 2.864 2.505
H 0.019 4.997 3.593
H -2.156 5.707 2.079
H -2.253 3.744 0.144
C -1.407 1.480 -1.140
C -2.127 1.757 -2.076
C -2.903 2.096 -3.233
C -2.540 1.594 -4.487
C -3.277 1.925 -5.612
C -4.382 2.759 -5.500
C -4.751 3.258 -4.259
C -4.019 2.930 -3.130
H -1.690 0.928 -4.564
H -2.997 1.524 -6.577
H -4.961 3.012 -6.379
H -5.618 3.899 -4.169
H -4.314 3.307 -2.159
```

As for the spin multiplicity: 2. The net charge is +2. For the largest force on an atom, the calculation gives 1.01 eV Å⁻¹. The value obtained for the energy above the lowest of the compared OMol25 structures with the same formula, charge and spin is 28.9 kcal per mole. Its expectation value of S² is 0.77.

---

No. 2
Here is C40H40IrN5O3S3Si as an isolated structure from the OMol25 dataset. Energies are from ωB97M-V/def2-TZVPD.

Geometry as XYZ:
```
93
C40H40IrN5O3S3Si ωB97M-V/def2-TZVPD
Ir -0.512 0.304 0.502
S -2.110 2.048 4.561
C -1.583 3.388 3.638
C -1.142 3.041 2.395
C -1.228 1.657 2.140
C -1.731 0.977 3.220
C -1.978 -0.430 3.258
C -2.648 -1.051 4.319
C -2.890 -2.405 4.260
C -2.472 -3.114 3.137
C -1.812 -2.429 2.133
N -1.565 -1.131 2.189
H -1.632 4.371 4.066
H -0.763 3.771 1.701
H -2.958 -0.451 5.160
H -3.403 -2.900 5.070
H -2.656 -4.173 3.048
H -1.468 -2.947 1.248
C -4.474 -0.417 0.900
C -3.675 -1.120 -0.151
C -4.146 -2.243 -0.822
C -3.358 -2.798 -1.829
C -2.188 -2.187 -2.205
C -1.785 -1.011 -1.535
N -2.518 -0.567 -0.485
N -0.724 -0.272 -1.818
Si -0.039 -0.004 -3.378
C 1.012 -1.483 -3.991
C -1.490 0.242 -4.609
C 0.996 1.592 -3.393
H -5.295 0.124 0.430
H -3.846 0.302 1.421
H -4.904 -1.121 1.606
H -5.102 -2.671 -0.570
H -3.680 -3.703 -2.323
H -1.543 -2.602 -2.958
H 0.383 -2.337 -4.226
H 1.739 -1.793 -3.249
H 1.548 -1.224 -4.898
H -2.043 -0.676 -4.787
H -1.115 0.585 -5.567
H -2.193 0.988 -4.248
H 1.717 1.633 -2.585
H 0.366 2.473 -3.316
H 1.540 1.669 -4.329
O 1.910 0.184 1.662
S 2.354 1.409 1.027
O 2.826 2.460 1.878
N 1.045 1.832 0.144
C 0.812 3.022 -0.415
C 1.753 4.045 -0.548
C 1.413 5.223 -1.202
C 0.139 5.444 -1.678
C -0.862 4.465 -1.515
C -2.205 4.635 -1.907
C -3.101 3.617 -1.701
C -2.664 2.433 -1.100
N -1.422 2.253 -0.718
C -0.521 3.228 -0.907
C 3.558 1.075 -0.244
C 4.666 1.895 -0.343
C 5.525 1.743 -1.418
C 5.269 0.777 -2.376
C 4.154 -0.041 -2.265
C 3.280 0.115 -1.199
H 2.744 3.910 -0.143
H 2.172 5.979 -1.335
H -0.116 6.374 -2.163
H -2.519 5.566 -2.352
H -4.133 3.713 -1.995
H -3.346 1.617 -0.922
H 4.838 2.638 0.419
H 6.383 2.389 -1.507
H 5.940 0.672 -3.215
H 3.955 -0.779 -3.025
H 2.379 -0.472 -1.112
C 2.863 -3.059 -0.033
S 1.061 -3.180 0.301
O 0.544 -1.793 0.197
C 1.342 -3.587 2.053
C 1.200 -4.910 2.437
C 1.541 -5.279 3.727
C 2.034 -4.329 4.609
C 2.146 -3.005 4.218
C 1.797 -2.624 2.934
H 3.263 -2.229 0.541
H 3.022 -2.906 -1.094
H 3.317 -3.993 0.275
H 0.854 -5.645 1.726
H 1.423 -6.306 4.037
H 2.340 -4.626 5.600
H 2.510 -2.261 4.908
H 1.886 -1.597 2.612
```

As for the spin multiplicity: 2. The net charge is +1. For the largest force on an atom, the calculation gives 7.17 eV Å⁻¹. The value obtained for the energy above the lowest of the compared OMol25 structures with the same formula, charge and spin is 132.9 kcal per mole. Its expectation value of S² is 0.82.